DFT (wB97M-V/def2-TZVPD) results for a molecular structure, C11H14N2O6Se3TeW at a distorted geometry.

2S+1: 2
LUMO level (spin up / spin down): -5.35 / -5.49 eV
frontier orbital gap (spin up / spin down): 0.2044 / 0.2267 Ha
total charge: +1

Geometry as XYZ:
```
38
Properties=species:S:1:pos:R:3:mulliken_spin:R:1
W -0.53 -0.42 1.11 -0.0236
O -2.48 1.75 0.70 0.0007
C -2.24 2.95 -0.02 -0.0009
C -0.78 3.31 0.18 0.0007
N 0.10 2.19 -0.14 -0.0014
C 1.46 2.33 0.33 0.0072
C 2.14 0.98 0.29 -0.0032
O 3.27 0.76 -0.02 -0.0001
O 1.32 -0.01 0.75 -0.0280
C 0.08 1.84 -1.56 -0.0010
C -0.43 0.44 -1.85 -0.0019
O -0.40 -0.09 -2.91 0.0005
O -0.98 -0.14 -0.75 0.0012
H -3.42 1.58 0.81 0.0001
H -2.85 3.77 0.34 -0.0003
H -2.46 2.81 -1.08 0.0001
H -0.61 3.59 1.22 -0.0003
H -0.56 4.19 -0.44 0.0002
H 1.46 2.66 1.37 -0.0031
H 2.07 3.02 -0.25 0.0003
H 1.07 1.90 -2.00 0.0000
H -0.56 2.52 -2.12 0.0001
Se -0.64 1.29 2.96 0.0964
Se -0.59 0.00 4.88 0.2717
Te -1.78 -1.90 3.57 0.5026
Se -2.73 -1.59 1.16 0.2088
O -0.07 -1.58 2.44 -0.0344
N 0.29 -2.31 -0.01 0.0063
C 1.44 -2.85 0.44 -0.0040
C 2.09 -3.86 -0.24 0.0005
C 1.55 -4.33 -1.42 0.0006
C 0.36 -3.78 -1.88 0.0050
C -0.23 -2.77 -1.15 0.0099
H 1.83 -2.45 1.36 -0.0007
H 3.01 -4.25 0.17 0.0000
H 2.04 -5.11 -1.98 0.0001
H -0.10 -4.12 -2.80 0.0003
H -1.15 -2.31 -1.48 -0.0104
```

DFT (wB97M-V/def2-TZVPD) results for 2 unconnected molecules or ions with the total composition C11H14N3 at a distorted geometry.

LUMO level: -5.52 eV
frontier orbital gap: 0.2534 Ha
total charge: +1

Geometry as XYZ:
```
28
Properties=species:S:1:pos:R:3:mulliken_charge:R:1
C 3.36 0.09 -0.54 -0.4353
C 3.45 -0.55 0.66 -0.3706
C -3.51 -1.47 -0.52 -0.5596
C -2.66 -2.37 0.15 -0.4382
C 2.15 0.10 -1.21 -0.6513
C 2.19 -1.01 1.25 -0.2708
C -2.72 -0.52 -1.12 -0.3355
C -1.43 -1.82 0.16 -0.3593
C 0.94 -0.24 -0.56 0.7437
C 0.00 2.56 1.25 -0.7527
C -0.35 -0.02 -1.06 -0.1841
N 1.07 -0.92 0.62 -0.2628
N -1.45 -0.69 -0.71 0.3868
N -0.87 2.20 0.17 -0.3587
H 4.26 0.38 -1.06 0.4541
H 4.48 -0.83 1.14 0.3120
H -4.55 -1.65 -0.67 0.4570
H -2.98 -3.31 0.50 0.4970
H 2.05 0.79 -1.99 0.3533
H 2.17 -1.63 2.10 0.4716
H -3.02 0.03 -2.03 0.3460
H -0.58 -2.16 0.75 0.3844
H -0.30 3.49 1.85 0.3214
H 0.19 1.65 2.02 0.2203
H 1.07 2.67 0.90 0.2632
H -0.20 0.49 -2.07 0.3109
H -1.69 1.78 0.51 0.2372
H -1.08 2.95 -0.48 0.2200
```

DFT (wB97M-V/def2-TZVPD) results for a gas-phase ion, C11H14N3O (charge +1) at a distorted geometry.

LUMO level: -2.63 eV
frontier orbital gap: 0.3537 Ha
total charge: +1

Geometry as XYZ:
```
29
Properties=species:S:1:pos:R:3:mulliken_charge:R:1
N 2.66 -1.31 -0.72 -0.5365
C 2.53 0.11 -0.57 -0.0609
C 2.44 0.76 0.80 -0.8479
N 1.20 0.45 1.32 -0.2140
C 0.26 0.63 0.37 1.0673
C 0.02 2.12 0.20 -0.8315
C -1.20 2.56 -0.07 -0.5662
O -2.35 1.73 -0.36 -0.4699
C -2.20 0.38 -0.18 0.4727
C -3.28 -0.43 -0.52 -0.6222
C -3.31 -1.71 -0.12 -0.5710
C -2.15 -2.29 0.36 -0.7446
C -0.99 -1.54 0.47 -0.5320
C -1.01 -0.19 0.30 0.2231
N 1.11 0.30 -1.08 -0.1513
H 2.30 -1.77 0.07 0.1324
H 3.52 -1.68 -1.04 0.2580
H 3.13 0.67 -1.27 0.5376
H 3.15 0.40 1.50 0.5709
H 2.51 1.82 0.89 0.2606
H 1.24 -0.42 1.74 0.3802
H 0.74 2.91 0.44 0.2970
H -1.48 3.54 -0.13 0.5607
H -4.18 0.21 -0.80 0.3215
H -4.16 -2.22 -0.15 0.5790
H -1.95 -3.28 0.68 0.4344
H -0.17 -2.16 0.78 0.2186
H 0.83 1.11 -1.62 0.4330
H 0.81 -0.71 -1.28 0.4010
```

DFT (wB97M-V/def2-TZVPD) results for a molecular structure, C11H14N3O7P2PdS5.

LUMO level: -5.93 eV
frontier orbital gap: 0.1883 Ha
total charge: +1

Geometry as XYZ:
```
43
Properties=species:S:1:pos:R:3:mulliken_charge:R:1
Pd -0.74 -0.44 0.03 0.7493
O -5.15 -0.48 5.26 -0.4204
C -4.44 -0.42 4.32 0.5655
S -3.66 -1.88 3.62 -0.0291
C -2.82 -1.09 2.34 0.3727
C -3.11 0.38 2.18 0.2106
S -2.55 1.24 0.93 -0.1617
S -4.09 1.08 3.42 -0.0209
S -1.77 -1.95 1.42 -0.0387
N -2.44 0.96 -3.10 -0.1740
C -1.01 0.48 -3.34 0.8824
C -0.70 0.60 -4.82 -1.8647
P -0.92 -1.24 -2.65 0.9180
O -1.15 -2.21 -3.89 -0.5949
O -2.11 -1.28 -1.70 -0.8834
O 0.43 -1.42 -2.05 -0.5820
P 0.15 1.58 -2.37 0.6493
O -0.74 2.94 -2.48 -0.6122
O 1.44 1.71 -3.04 -0.7626
O 0.06 1.20 -0.89 -0.6289
H -2.84 0.33 -2.38 0.3107
H -2.99 0.88 -3.96 0.3501
H -2.44 1.94 -2.81 0.3605
H -1.33 -0.07 -5.41 0.5172
H 0.34 0.33 -4.99 0.4117
H -0.82 1.63 -5.17 0.4709
H -0.33 -2.66 -4.15 0.3619
H -0.22 3.71 -2.75 0.3537
N 4.70 -0.33 4.52 -0.2721
C 4.71 -0.43 3.18 0.1507
S 6.10 -0.56 2.32 -0.3488
C 3.36 -0.41 2.51 1.5270
C 2.16 -0.29 3.21 -0.9488
C 0.96 -0.29 2.52 -0.6814
N 0.91 -0.40 1.19 0.1296
C 2.06 -0.49 0.49 -0.5690
C 3.28 -0.50 1.13 -0.7566
H 5.58 -0.34 5.00 0.2095
H 3.86 -0.26 5.06 0.1277
H 2.10 -0.20 4.28 0.2538
H 0.02 -0.19 3.04 0.4405
H 1.96 -0.57 -0.58 0.6244
H 4.19 -0.58 0.54 0.4025
```

DFT (wB97M-V/def2-TZVPD) results for C11H14N4S in the gas phase at a distorted geometry.

LUMO level: 0.60 eV
frontier orbital gap: 0.2849 Ha

Geometry as XYZ:
```
30
Properties=species:S:1:pos:R:3:mulliken_charge:R:1
C 1.15 -1.67 -5.51 -0.8019
N 0.09 -1.49 -4.56 -0.2019
C 0.35 -1.06 -3.31 0.5792
N 1.53 -1.01 -2.77 -0.5911
N 1.51 -0.62 -1.50 -0.2943
C 0.35 -0.35 -1.02 0.1382
C 0.10 0.08 0.33 0.7724
C 1.16 0.26 1.22 -1.0948
C 0.94 0.68 2.51 -0.2423
C -0.36 0.94 2.98 1.0990
N -0.58 1.36 4.26 0.1258
C -1.89 1.80 4.68 -1.0999
C 0.49 1.37 5.23 -1.1020
C -1.42 0.77 2.08 -0.5584
C -1.19 0.35 0.78 -1.0699
S -0.95 -0.59 -2.21 -0.3349
H 1.38 -0.75 -6.06 0.2726
H 2.04 -1.98 -4.96 0.3243
H 0.87 -2.45 -6.22 0.2854
H -0.83 -1.28 -4.93 0.2401
H 2.16 0.06 0.87 0.4705
H 1.79 0.81 3.16 0.3655
H -2.30 2.52 3.97 0.3923
H -1.81 2.29 5.65 0.3288
H -2.59 0.96 4.77 0.3198
H 1.03 0.42 5.22 0.3869
H 1.20 2.18 5.03 0.3195
H 0.08 1.51 6.22 0.3339
H -2.44 0.94 2.39 0.3794
H -2.03 0.22 0.11 0.2575
```

DFT (wB97M-V/def2-TZVPD) results for 2 unconnected molecules or ions with the total composition C11H14NO2 at a distorted geometry.

LUMO level (spin up / spin down): -4.08 / -3.43 eV
frontier orbital gap (spin up / spin down): 0.2622 / 0.2767 Ha
total charge: +1

Geometry as XYZ:
```
28
Properties=species:S:1:pos:R:3:mulliken_charge:R:1
C 1.38 -2.61 -1.73 -0.6041
C 1.85 -1.33 -2.01 -0.8286
C 0.53 -2.80 -0.66 -0.7397
C 1.49 -0.25 -1.24 -0.4767
C 0.15 -1.72 0.14 0.7570
C 0.63 -0.42 -0.15 0.9429
C -0.65 -1.91 1.33 -0.5774
C -1.16 -0.88 2.00 -0.8205
C 0.21 0.65 0.71 -0.2904
C -2.26 0.75 0.62 -0.8136
C 1.96 2.24 0.80 -0.3994
N -1.05 0.48 1.45 0.2609
O -1.22 2.82 -1.23 -0.5762
O 0.81 1.74 1.09 -0.3270
H 1.67 -3.44 -2.35 0.4223
H 2.51 -1.18 -2.85 0.4140
H 0.15 -3.78 -0.43 0.4453
H 1.84 0.73 -1.51 0.5438
H -0.80 -2.91 1.70 0.4614
H -1.75 -0.96 2.90 0.5121
H -3.14 0.77 1.25 0.3581
H -2.14 1.71 0.11 0.3969
H -2.36 -0.03 -0.13 0.3318
H 2.68 1.75 0.16 0.3818
H 2.19 3.17 1.28 0.2559
H -1.41 3.76 -1.34 0.2704
H -1.04 1.17 2.21 0.4162
H -1.08 2.47 -2.12 0.2826
```

ΔE to the lowest compared entry with this formula, charge and spin? In order: 57.0 232.4 215.6 74.3 99.3 451.3 kJ/mol.